No. 1
Molecular formula: C4H7NO
Method: DFT, ωB97M-V with the def2-TZVPD basis set

Results
Frontier orbital gap, eV: 11.17
Largest force on an atom, Eh/bohr: 0.0743
SMILES: N#CCCCO
Calculated total energy, eV: -7796.2633
Energy above the lowest of the compared OMol25 structures with the same formula, charge and spin, kcal per mole: 78.0

```
13
Properties=species:S:1:pos:R:3:lowdin_charge:R:1
O 0.2829 1.3740 1.2746 -0.20
C -0.8677 0.1697 0.8549 -0.08
C -0.6984 0.2482 -0.6443 -0.21
C 0.8022 -0.1781 -0.7515 -0.20
C 0.9334 -1.6718 -0.6686 -0.24
N 1.1171 -2.8130 -0.6570 0.13
H 0.6426 1.6540 2.1571 0.08
H -1.7361 0.6126 1.2933 0.08
H -0.8649 -0.9335 1.1188 0.12
H -0.8240 1.2794 -0.9879 0.11
H -1.4380 -0.3530 -1.2382 0.14
H 1.4952 0.5499 -0.0125 0.18
H 1.1556 0.0617 -1.7386 0.09
```

No. 2
Molecular formula: C8H18NO7S2
Method: DFT, ωB97M-V with the def2-TZVPD basis set

Results
Frontier orbital gap, eV: 7.61
Largest force on an atom, Eh/bohr: 0.0776
Net charge: -1
Calculated total energy, eV: -46080.6413
Energy above the lowest of the compared OMol25 structures with the same formula, charge and spin, kcal per mole: 0.0

```
36
Properties=species:S:1:pos:R:3:lowdin_charge:R:1
C 3.4906 -1.3887 0.6411 -0.05
C 2.9231 -0.0479 0.1796 -0.23
O 2.6964 0.8224 1.3179 -0.06
C 1.3384 0.7644 1.6466 -0.52
O 0.9784 0.0318 2.4588 0.20
C 0.4487 1.7263 0.8805 -0.08
C -0.6049 0.8977 0.0792 -0.20
C -2.0559 1.3124 0.3041 -0.25
S -2.7197 1.0161 1.9454 0.48
O -3.8142 1.9427 2.0911 -0.36
O -1.7141 1.3027 2.9142 -0.32
N -3.2249 -0.5146 2.1714 -0.31
S -3.5499 -1.3376 0.8365 0.43
C -4.8673 -0.5316 -0.1081 -0.15
O -4.1195 -2.5889 1.2436 -0.37
O -2.4258 -1.5800 -0.0311 -0.36
H 2.7432 -2.1691 0.5458 0.07
H 3.8105 -1.3564 1.6733 0.08
H 4.3252 -1.6400 -0.0054 0.06
H 3.5999 0.4697 -0.4696 0.09
H 2.0031 -0.1844 -0.3855 0.11
H 1.1188 2.2324 0.1934 0.11
H -0.0244 2.4241 1.5537 0.11
H -0.4246 -0.1559 0.2442 0.10
H -0.3918 1.0827 -0.9728 0.11
H -2.6592 0.8936 -0.4874 0.07
H -2.1016 2.3902 0.1753 0.10
H -4.4711 -0.2615 -1.0788 0.04
H -5.2464 0.3177 0.4494 0.05
H -5.6499 -1.2534 -0.2807 0.05
C 3.1061 -0.8183 -3.4580 -0.13
O 3.9858 -0.4200 -2.4092 -0.14
H 2.0889 -0.5914 -3.1489 0.08
H 3.3323 -0.2699 -4.3764 0.07
H 3.1923 -1.8919 -3.6420 0.08
H 4.8834 -0.6253 -2.6910 0.08
```

No. 3
Molecular formula: C5H10O
Method: DFT, ωB97M-V with the def2-TZVPD basis set

Results
Frontier orbital gap, eV: 11.25
Largest force on an atom, Eh/bohr: 0.0067
SMILES: C[C@@H](O)C1CC1
Calculated total energy, eV: -7393.6505
Energy above the lowest of the compared OMol25 structures with the same formula, charge and spin, kcal per mole: 25.7

```
16
Properties=species:S:1:pos:R:3:lowdin_charge:R:1
C -2.0514 0.2096 0.4337 -0.05
C -0.8161 -0.1456 -0.3789 -0.42
O -0.7071 0.8290 -1.4087 -0.04
C 0.4313 -0.2325 0.5079 -0.26
C 1.6993 -0.8382 -0.0227 -0.12
C 1.6254 0.6382 0.2439 -0.11
H -1.9196 1.1743 0.9352 0.09
H -2.2371 -0.5574 1.1933 0.08
H -2.9261 0.2722 -0.2204 0.08
H -0.9794 -1.1339 -0.8393 0.14
H -0.0694 0.5122 -2.0608 0.09
H 0.2118 -0.4391 1.5544 0.14
H 2.2935 -1.4612 0.6408 0.10
H 1.7077 -1.1739 -1.0599 0.10
H 1.5593 1.3091 -0.6074 0.10
H 2.1780 1.0373 1.0890 0.10
```

No. 4
Molecular formula: C8H11N3O
Method: DFT, ωB97M-V with the def2-TZVPD basis set

Results
Frontier orbital gap, eV: 9.46
Largest force on an atom, Eh/bohr: 0.1004
SMILES: C[N@+]1([NH3+])C(=O)Nc2ccccc21
Net charge: +2
Calculated total energy, eV: -14972.0610
Energy above the lowest of the compared OMol25 structures with the same formula, charge and spin, kcal per mole: 20.1

```
23
Properties=species:S:1:pos:R:3:lowdin_charge:R:1
C 1.9606 0.7432 -2.2187 0.01
C 2.4022 -0.2125 -1.3045 -0.03
C 0.6854 1.2950 -2.1095 0.03
C 1.6729 -0.5910 -0.2237 0.02
C -0.0286 1.0062 -0.9605 -0.14
C 0.3947 -0.0144 -0.1166 -0.14
C -1.8070 0.8780 0.5842 -0.28
C -1.3391 -1.6531 0.5887 0.08
N -1.2804 1.5571 -0.4873 0.24
N -0.6663 -0.3944 0.8304 -0.19
N -0.4654 -0.3700 2.1844 0.25
O -2.6312 0.9758 1.3818 0.27
H 2.5808 1.1993 -3.0253 0.16
H 3.3860 -0.5251 -1.2273 0.11
H 0.5017 2.1797 -2.7766 0.16
H 2.0682 -1.2586 0.5855 0.15
H -1.4017 -1.7383 -0.5281 0.17
H -0.7264 -2.4055 0.9897 0.11
H -2.2369 -1.6788 1.1636 0.13
H -1.7738 2.1743 -1.0922 0.18
H -1.4026 -0.0384 2.6468 0.23
H 0.3665 0.1992 2.6163 0.28
H -0.2596 -1.3275 2.4989 0.19
```

No. 5
Molecular formula: C22H44O23S5
Method: DFT, ωB97M-V with the def2-TZVPD basis set

Results
Frontier orbital gap, eV: 9.25
Largest force on an atom, Eh/bohr: 0.0831
SMILES: O=S1(=O)OCCO1.O=S1(=O)OCCO1.O=S1(=O)OCCO1.O=S1(=O)OCCO1.O=S1(=O)OCCO1.C1CCOC1.C1CCOC1.C1CCOC1
Calculated total energy, eV: -124784.3471
Energy above the lowest of the compared OMol25 structures with the same formula, charge and spin, kcal per mole: 112.1

```
94
Properties=species:S:1:pos:R:3:lowdin_charge:R:1
C -6.5298 -1.3551 1.4328 -0.16
C -5.7375 -0.1751 1.9879 -0.18
C -6.7056 0.9901 2.1895 -0.18
O -7.9954 0.4495 1.8435 -0.13
C -7.8405 -0.6843 1.0152 -0.23
H -6.8997 -1.9528 2.2659 0.11
H -6.0348 -1.8896 0.6221 0.11
H -4.8881 0.1282 1.3759 0.11
H -5.3494 -0.4408 2.9712 0.10
H -6.3590 1.8400 1.6016 0.11
H -6.6973 1.2873 3.2381 0.11
H -7.7359 -0.3022 -0.0003 0.11
H -8.6512 -1.4103 0.9532 0.12
C -0.4226 -6.4233 -2.5546 -0.20
C -0.1377 -6.1090 -1.1187 -0.18
C 0.0821 -7.5093 -0.5383 -0.19
O -0.5803 -8.3554 -1.4857 -0.16
C -1.3072 -7.6615 -2.5278 -0.17
H 0.5227 -6.7111 -3.0148 0.12
H -0.8166 -5.5937 -3.1416 0.11
H -0.9192 -5.4679 -0.7107 0.11
H 0.8021 -5.5627 -1.0384 0.11
H -0.2283 -7.5871 0.5036 0.11
H 1.1415 -7.7645 -0.5619 0.11
H -2.3351 -7.4023 -2.2742 0.11
H -1.4545 -8.2844 -3.4101 0.12
C -3.7711 7.5091 -2.1352 -0.20
C -3.4131 8.0114 -0.7494 -0.18
C -1.9786 8.3883 -0.8375 -0.18
O -1.7174 8.1469 -2.2537 -0.17
C -2.4893 7.0744 -2.7540 -0.20
H -4.1949 8.3245 -2.7213 0.11
H -4.6693 6.9082 -2.2771 0.11
H -3.5171 7.0898 -0.1767 0.11
H -3.9692 8.8272 -0.2875 0.11
H -1.2973 7.7593 -0.2645 0.12
H -1.7792 9.4140 -0.5271 0.12
H -2.0583 6.1454 -2.3808 0.12
H -2.3617 7.0139 -3.8348 0.13
C 2.0661 0.5447 0.7922 -0.21
C 0.8130 0.6117 -0.0626 -0.20
O 0.6454 1.9655 -0.4709 -0.20
S 1.1147 2.9363 0.8016 0.77
O -0.0033 3.4019 1.5807 -0.24
O 2.0236 4.0161 0.3296 -0.26
O 1.9747 1.6760 1.5660 -0.20
H 2.9100 0.8333 0.1655 0.13
H 2.1167 -0.4300 1.2775 0.14
H -0.1382 0.3884 0.4205 0.13
H 0.8786 -0.0849 -0.8984 0.14
C 8.8698 2.2862 2.5108 -0.16
C 7.6780 1.9608 1.5492 -0.21
O 7.1461 3.1846 1.2523 -0.20
S 7.3759 4.3227 2.4560 0.74
O 6.4957 4.0848 3.6114 -0.26
O 7.5190 5.6778 1.9993 -0.22
O 8.8603 3.6980 2.8558 -0.20
H 9.8658 1.9780 2.1930 0.12
H 8.7921 1.5861 3.3426 0.12
H 6.9337 1.4103 2.1246 0.12
H 7.9523 1.3950 0.6588 0.13
C 9.0544 -3.6291 -3.2918 -0.14
C 9.4790 -2.7711 -2.1250 -0.18
O 8.2424 -2.4212 -1.5310 -0.23
S 6.8616 -2.6553 -2.4366 0.73
O 6.3075 -1.3543 -2.8145 -0.25
O 6.0217 -3.7233 -1.9107 -0.24
O 7.7568 -3.0913 -3.7570 -0.22
H 8.8574 -4.6803 -3.0812 0.13
H 9.7737 -3.6213 -4.1107 0.13
H 10.0993 -1.8905 -2.2921 0.13
H 9.9834 -3.3841 -1.3781 0.13
C -6.0805 -1.7757 -6.2036 -0.20
C -6.1382 -2.7305 -5.0954 -0.23
O -5.9281 -1.9365 -3.9811 -0.20
S -4.7869 -0.7870 -4.1914 0.77
O -3.4430 -1.2878 -3.7806 -0.26
O -5.3018 0.3582 -3.4176 -0.25
O -5.1654 -0.7751 -5.8010 -0.19
H -7.0855 -1.3684 -6.3136 0.14
H -5.7489 -2.2321 -7.1362 0.14
H -5.3485 -3.4741 -5.2028 0.14
H -7.1191 -3.1887 -4.9690 0.15
C 0.5276 0.6318 7.4635 -0.17
C -0.9146 0.2383 7.6662 -0.20
O -1.0586 -1.1343 7.2759 -0.19
S -0.1628 -1.2323 5.8490 0.73
O -0.7160 -0.5082 4.7443 -0.23
O 0.3807 -2.5933 5.6589 -0.25
O 1.0235 -0.3949 6.6108 -0.22
H 1.1087 0.5178 8.3786 0.13
H 0.6903 1.5644 6.9232 0.14
H -1.5236 0.9156 7.0675 0.12
H -1.2429 0.3063 8.7033 0.14
```

No. 6
Molecular formula: C6H8
Method: DFT, ωB97M-V with the def2-TZVPD basis set

Results
Frontier orbital gap (spin up / spin down), eV: 7.80 / 7.81
Largest force on an atom, Eh/bohr: 0.0940
Calculated total energy, eV: -6345.8204
Energy above the lowest of the compared OMol25 structures with the same formula, charge and spin, kcal per mole: 114.5

```
14
Properties=species:S:1:pos:R:3:lowdin_charge:R:1
C 0.0355 -0.4404 -0.3231 -0.29
C 1.1876 -0.6747 0.3408 -0.03
C -1.3356 -1.0303 -0.1583 -0.19
C -1.8960 0.2776 0.2314 -0.18
C -0.5344 0.8465 -0.0197 0.02
C 2.3479 0.1310 -0.0227 -0.14
H -1.7140 -1.6453 -1.0530 0.14
H -1.1713 -1.8466 0.5318 0.11
H -2.7890 0.5940 -0.3840 0.13
H -2.1699 0.3835 1.2313 0.09
H -0.1257 1.7226 0.4035 0.09
H 2.8246 -0.5933 -0.6950 0.10
H 2.8646 0.1431 0.9084 0.05
H 2.1000 1.1453 -0.4220 0.09
```

Question: Which of these has the lowest calculated total energy?
Answer: C22H44O23S5